Arrangement one

The following is a DFT calculation (ωB97M-V with the def2-TZVPD basis set) of one molecule with the formula C4H5NO2.

XYZ file:
```
12
Properties=species:S:1:pos:R:3:nbo_charge:R:1
O 1.005 -0.451 2.215 -0.6107
C 0.403 -0.256 1.169 0.6201
N -0.578 -0.921 0.540 -0.5939
C -0.765 -0.481 -0.839 -0.2401
C 0.205 0.717 -0.961 0.0654
O -0.134 1.754 -0.063 -0.4686
C 0.913 0.854 0.355 -0.1027
H -1.037 -1.707 0.968 0.4123
H -1.809 -0.190 -1.022 0.2122
H -0.503 -1.285 -1.538 0.2004
H 0.523 1.020 -1.961 0.2123
H 1.754 0.911 1.180 0.2933
```

Calculated values
multiplicity	1
Kohn-Sham gap	0.3859	Ha
structure (SMILES)	O=C1NC[C@H]2O[C@@H]12
highest occupied orbital energy	-9.7	eV

Arrangement two

The following is a DFT calculation (ωB97M-V with the def2-TZVPD basis set) of a 2-piece molecular cluster, C4H5NO2 overall.

XYZ file:
```
12
Properties=species:S:1:pos:R:3:nbo_charge:R:1
O -1.089 2.458 0.069 -0.5012
C -0.480 1.442 -0.073 0.7905
C -1.022 0.036 0.044 -0.6190
C -0.351 -0.758 -1.045 0.1767
N 0.860 -0.500 -1.348 -0.4879
C 1.594 0.353 -0.549 0.4333
O 0.899 1.485 -0.275 -0.5241
H -0.769 -0.358 1.038 0.2742
H -2.108 0.063 -0.055 0.2638
H -0.913 -1.480 -1.635 0.2025
H 1.561 -1.578 2.197 -0.0120
H 1.820 -1.163 1.634 0.0032
```

Calculated values
multiplicity	1
Kohn-Sham gap	0.3092	Ha
highest occupied orbital energy	-9.4	eV

Which structure is most stable? arrangement one, by 37.6 kcal/mol over the runner-up.

Arrangement one

The following is a DFT calculation (ωB97M-V with the def2-TZVPD basis set) of one molecule with the formula C4H5NO2.

XYZ file:
```
12
Properties=species:S:1:pos:R:3:nbo_charge:R:1
O 3.048 -0.405 -0.329 -0.5131
C 1.863 -0.296 -0.534 0.4003
C 0.939 0.427 0.383 -0.1839
C -0.114 1.375 -0.200 -0.3520
N -0.449 0.078 0.241 -0.3183
C -1.363 -0.752 0.550 0.4181
O -2.641 -0.519 0.243 -0.6411
H 1.391 -0.660 -1.475 0.1072
H 1.319 0.606 1.388 0.2180
H -0.103 1.419 -1.297 0.1733
H -2.718 0.407 -0.046 0.5010
H -1.172 -1.679 1.076 0.1906
```

Calculated values
multiplicity	1
Kohn-Sham gap	0.3145	Ha
highest occupied orbital energy	-8.0	eV

Arrangement two

The following is a DFT calculation (ωB97M-V with the def2-TZVPD basis set) of a 3-piece molecular cluster, C4H5NO2 overall.

XYZ file:
```
12
Properties=species:S:1:pos:R:3:nbo_charge:R:1
O 2.862 -0.402 -1.783 -0.4962
C 2.042 -0.393 -0.999 0.5009
C 0.423 1.018 1.266 0.0669
C -0.545 1.516 0.315 -0.3235
N -0.670 0.407 1.350 -0.3333
C -0.976 -1.696 -0.408 0.2898
O -1.072 -1.071 -1.436 -0.5321
H 0.008 -1.948 0.028 0.1111
H 1.403 1.009 1.726 0.2112
H -0.518 1.191 -0.726 0.2024
H -1.099 2.431 0.518 0.1836
H -1.858 -2.063 0.148 0.1192
```

Calculated values
multiplicity	1
Kohn-Sham gap	0.3999	Ha
highest occupied orbital energy	-10.0	eV

Which structure is most stable? arrangement two, by 16.0 kcal/mol over the runner-up.

Arrangement one

The following is a DFT calculation (ωB97M-V with the def2-TZVPD basis set) of one molecule with the formula C5H11NO.

XYZ file:
```
18
Properties=species:S:1:pos:R:3:nbo_charge:R:1
C -2.365 -0.373 -0.427 -0.6142
C -1.271 0.389 0.273 -0.0667
C -0.643 -0.076 1.533 -0.2506
N 0.064 -0.181 0.269 -0.4468
C 1.210 0.697 0.028 -0.2505
C 2.106 0.009 -0.994 -0.0605
O 2.479 -1.265 -0.526 -0.7199
H -2.395 -0.123 -1.492 0.2127
H -3.342 -0.134 0.005 0.2127
H -2.194 -1.449 -0.333 0.2177
H -1.318 1.475 0.158 0.1870
H -0.943 -1.023 1.979 0.1990
H -0.309 0.681 2.243 0.1920
H 0.899 1.691 -0.327 0.1835
H 1.778 0.824 0.957 0.1937
H 1.575 -0.057 -1.958 0.1542
H 3.026 0.581 -1.152 0.1788
H 1.644 -1.667 -0.237 0.4781
```

Calculated values
multiplicity	1
Kohn-Sham gap	0.3854	Ha
structure (SMILES)	C[C@H]1CN1CCO
highest occupied orbital energy	-9.4	eV

Arrangement two

The following is a DFT calculation (ωB97M-V with the def2-TZVPD basis set) of C5H11NO as an isolated structure.

XYZ file:
```
18
Properties=species:S:1:pos:R:3:nbo_charge:R:1
C 1.116 0.851 0.044 -0.1411
C 0.776 0.753 -1.316 -0.3644
C -1.414 -0.062 0.576 -0.3071
C 2.158 0.004 0.692 -0.6530
C -1.671 -1.514 0.245 -0.6437
N -1.091 0.770 -1.052 0.1583
O -1.634 1.838 -1.195 -0.3497
H 0.893 1.783 0.550 0.1898
H 1.071 1.512 -2.031 0.2314
H 0.818 -0.228 -1.778 0.1990
H -0.834 0.068 1.488 0.1953
H -2.352 0.476 0.715 0.1919
H 3.096 0.567 0.773 0.2303
H 1.906 -0.285 1.716 0.2092
H 2.415 -0.872 0.096 0.2144
H -0.731 -2.035 0.058 0.2065
H -2.212 -2.015 1.053 0.2201
H -2.310 -1.610 -0.634 0.2128
```

Calculated values
multiplicity	1
Kohn-Sham gap	0.2807	Ha
highest occupied orbital energy	-7.6	eV

Which structure is most stable? arrangement one, by 102.4 kcal/mol over the runner-up.

Arrangement one

The following is a DFT calculation (ωB97M-V with the def2-TZVPD basis set) of one molecule with the formula C5H11NO.

XYZ file:
```
18
Properties=species:S:1:pos:R:3:nbo_charge:R:1
C 1.512 0.246 -0.678 -0.5311
C 0.468 -0.635 -0.028 -0.2372
C -1.573 -0.172 1.308 -0.4091
C -1.626 0.238 -1.042 -0.4123
N -0.798 0.191 0.143 -0.4385
C 2.641 0.436 0.332 0.4639
O 2.648 0.214 1.510 -0.5188
H 1.956 -0.223 -1.559 0.2233
H 1.139 1.228 -0.964 0.2537
H 3.494 0.976 -0.128 0.0917
H 0.758 -0.992 0.960 0.2263
H 0.253 -1.523 -0.642 0.1751
H -2.391 0.540 1.433 0.1973
H -0.940 -0.124 2.193 0.2049
H -2.005 -1.184 1.235 0.1570
H -1.030 0.543 -1.901 0.1934
H -2.416 0.977 -0.904 0.2005
H -2.090 -0.736 -1.268 0.1600
```

Calculated values
multiplicity	1
Kohn-Sham gap	0.3487	Ha
structure (SMILES)	CN(C)CCC=O
highest occupied orbital energy	-8.5	eV

Arrangement two

The following is a DFT calculation (ωB97M-V with the def2-TZVPD basis set) of one molecule with the formula C5H11NO.

XYZ file:
```
18
Properties=species:S:1:pos:R:3:nbo_charge:R:1
C -0.349 0.366 1.062 -0.1024
C 0.908 -0.451 0.903 0.0802
C -1.323 0.723 -0.039 -0.0824
C 1.956 0.258 0.056 -0.6304
C -1.318 0.225 -1.436 -0.6295
N -1.662 -0.276 1.060 -0.5952
O 0.615 -1.747 0.377 -0.7200
H 0.681 -1.701 -0.590 0.4656
H -1.520 -1.256 0.788 0.3679
H -0.232 1.145 1.814 0.1945
H 1.320 -0.618 1.905 0.1827
H -1.765 1.713 0.028 0.1979
H 2.136 1.277 0.414 0.2208
H 2.901 -0.293 0.086 0.2174
H 1.651 0.313 -0.993 0.2008
H -2.305 0.376 -1.887 0.2210
H -0.598 0.790 -2.037 0.2091
H -1.096 -0.843 -1.510 0.2022
```

Calculated values
multiplicity	1
Kohn-Sham gap	0.3585	Ha
structure (SMILES)	C[C@H](O)[C@@H]1N[C@@H]1C
highest occupied orbital energy	-8.9	eV

Arrangement three

The following is a DFT calculation (ωB97M-V with the def2-TZVPD basis set) of one molecule with the formula C5H11NO.

XYZ file:
```
18
Properties=species:S:1:pos:R:3:nbo_charge:R:1
C 2.629 -0.228 -0.122 -0.4069
N 1.359 0.015 -0.759 -0.6780
C 0.420 0.719 -0.022 0.6980
O 0.743 1.539 0.814 -0.5834
C -1.007 0.259 -0.242 -0.3209
C -1.092 -1.291 -0.143 -0.6042
C -1.967 0.956 0.721 -0.5979
H 3.195 0.685 0.078 0.1986
H 3.215 -0.918 -0.730 0.2009
H 2.425 -0.721 0.836 0.1974
H 1.291 -0.023 -1.762 0.3979
H -1.206 0.592 -1.275 0.2135
H -1.862 -1.593 0.574 0.2107
H -0.149 -1.742 0.189 0.2184
H -1.340 -1.752 -1.103 0.2122
H -2.988 0.594 0.560 0.2045
H -1.698 0.757 1.765 0.2180
H -1.945 2.039 0.584 0.2213
```

Calculated values
multiplicity	1
Kohn-Sham gap	0.3767	Ha
structure (SMILES)	CNC(=O)C(C)C
highest occupied orbital energy	-9.4	eV

Arrangement four

The following is a DFT calculation (ωB97M-V with the def2-TZVPD basis set) of one molecule with the formula C5H11NO.

XYZ file:
```
18
Properties=species:S:1:pos:R:3:nbo_charge:R:1
C -2.423 -0.356 0.648 -0.5969
C -1.383 -0.370 -0.421 -0.2398
C -0.124 1.755 -0.385 -0.3913
C 1.043 -0.390 -0.062 0.6784
C 2.250 0.264 0.624 -0.7408
H -2.070 -0.743 1.582 0.2143
H -2.759 0.793 1.023 0.1751
H -3.364 -0.843 0.318 0.2213
H -1.288 -1.474 -0.829 0.2384
H -1.752 -0.059 -1.287 0.1859
H 0.184 1.994 -1.293 0.1813
H -1.069 2.186 -0.139 0.2064
H 0.681 2.060 0.098 0.2014
H 1.983 0.777 1.547 0.2367
H 2.855 0.823 -0.162 0.2372
H 2.950 -0.763 0.741 0.2583
N -0.120 0.339 -0.107 -0.4459
O 1.039 -1.568 -0.410 -0.6198
```

Calculated values
multiplicity	1
Kohn-Sham gap	0.3687	Ha
structure (SMILES)	CCN(C)C(C)=O
highest occupied orbital energy	-9.2	eV

Which structure is most stable? arrangement three, by 25.1 kcal/mol over the runner-up.